[1]
DFT (ωB97M-V with the def2-TZVPD basis set) results for C5H9MgO5 as an isolated structure in a non-equilibrium geometry.

<S²>	0.75
2S+1	2
LUMO energy (spin up / spin down)	-0.039 / -0.105	Eh
energy	-772.1132	Ha
energy above the lowest of the compared OMol25 structures with the same formula, charge and spin	245.75	kJ/mol

Atoms and positions in Å:
H  -0.063  1.726  0.825
O  -2.640  -1.032  0.381
C  -2.939  0.162  0.629
O  -1.889  0.924  1.143
H  -0.278  -1.131  -0.304
C  -0.706  0.948  0.384
H  0.161  -1.806  1.807
H  4.102  -1.908  -1.143
H  1.658  -1.878  -0.997
H  3.509  -0.382  -1.815
O  -3.915  0.821  0.262
H  -0.938  1.182  -0.665
Mg  2.435  1.754  0.045
O  1.500  -0.077  -0.002
H  4.256  -0.443  -0.171
C  3.602  -0.965  -0.887
H  2.356  -1.854  0.633
C  0.005  -0.397  0.462
O  0.086  -0.840  1.763
C  2.249  -1.271  -0.293

[2]
DFT (ωB97M-V with the def2-TZVPD basis set) results for H22O27S4Zn3 as an isolated structure in a non-equilibrium geometry.

charge	-2
2S+1	1
LUMO energy	0.071	Eh
energy	-8975.7067	Ha
energy above the lowest of the compared OMol25 structures with the same formula, charge and spin	235.70	kJ/mol

Atoms and positions in Å:
H  1.255  1.979  1.172
H  -2.927  -0.443  2.365
Zn  -2.390  -1.395  -1.545
H  4.809  0.098  -0.378
S  0.185  -0.411  0.392
O  2.673  -2.805  -1.266
H  -1.515  -0.909  2.650
O  0.529  -2.388  3.774
S  0.734  4.708  -1.227
O  -2.698  0.400  -0.932
H  2.637  -0.054  1.294
H  0.176  -3.237  3.506
Zn  2.550  -0.758  -1.674
O  0.096  0.577  -4.628
O  0.063  -0.836  1.817
H  2.041  2.037  -1.500
H  3.531  1.780  -1.423
O  -0.902  -3.804  1.654
H  -0.861  -2.910  1.313
H  -3.534  -1.535  0.769
O  2.695  1.344  -1.590
O  -1.357  3.381  2.472
O  -1.236  -0.791  -3.294
H  -1.291  -4.314  0.945
O  1.586  -0.611  -0.025
S  -0.052  0.029  -3.300
O  2.623  0.317  2.177
O  0.905  5.523  -0.050
H  3.484  -3.191  -0.936
O  -2.673  2.292  0.246
H  -2.029  2.924  1.965
O  1.074  -0.777  -2.859
O  2.073  4.276  -1.567
O  -1.642  -3.349  -2.134
O  4.297  -0.711  -0.384
S  -3.532  1.216  0.008
O  -4.855  1.549  -0.442
H  -0.965  -3.408  -2.808
H  -3.894  -2.907  0.242
O  0.172  5.372  -2.363
O  0.054  3.512  -0.779
O  1.759  2.770  1.366
O  -3.701  0.373  1.170
O  -3.307  -2.167  0.087
Zn  -1.229  2.001  -0.966
H  0.253  -1.785  3.084
H  -1.546  -4.154  -1.626
H  2.158  -3.552  -1.570
O  -0.241  1.073  -2.333
O  -0.792  -1.142  -0.482
O  -2.421  -1.019  2.938
H  -0.682  2.720  2.626
H  4.714  -1.263  0.278
H  1.900  -0.132  2.614
H  1.336  3.457  0.851
O  -0.087  1.052  0.308

[3]
DFT (ωB97M-V with the def2-TZVPD basis set) results for C8H6Cl3GeN4O5PdS as an isolated structure in a non-equilibrium geometry.

charge	-2
<S²>	0.75
2S+1	2
LUMO energy (spin up / spin down)	0.168 / 0.168	Eh
energy	-4887.4150	Ha
energy above the lowest of the compared OMol25 structures with the same formula, charge and spin	89.41	kJ/mol

Atoms and positions in Å:
N  0.647  -0.696  1.699
H  0.752  -3.941  -0.779
C  0.455  -3.100  -0.160
S  3.270  0.910  1.475
O  -1.151  1.606  1.609
C  1.547  -2.100  -0.134
Cl  0.459  4.329  0.622
H  0.233  -3.442  0.851
H  -0.290  -0.993  1.430
O  -4.921  -0.234  -0.621
C  -1.443  0.389  -0.446
N  2.616  -2.092  -0.879
Pd  0.969  1.909  0.661
H  -0.447  -2.654  -0.583
C  2.701  -0.330  0.516
N  1.562  -1.058  0.738
N  3.339  -1.018  -0.465
O  -4.098  1.205  1.786
C  -1.900  1.035  0.764
Ge  0.182  3.360  -1.491
Cl  0.755  5.250  -2.738
Cl  2.313  2.452  -1.460
H  4.110  -0.676  -1.012
O  -2.411  -1.394  -1.763
H  0.650  0.379  1.693
C  -3.348  0.830  0.884
C  -3.762  0.018  -0.299
C  -2.520  -0.441  -0.979
O  -0.267  0.496  -0.915

[4]
DFT (ωB97M-V with the def2-TZVPD basis set) results for a single C2H9FN3O2PS molecule in a non-equilibrium geometry.

SMILES string	CNCN([PH2]=N)S(=O)(=O)F
2S+1	1
LUMO energy	-0.037	Eh
energy	-1235.5625	Ha

Atoms and positions in Å:
H  2.327  -0.619  1.386
H  0.920  1.036  0.962
N  -0.634  0.856  -0.609
H  0.169  -0.756  0.699
H  -2.225  -0.258  -2.516
C  2.687  -0.839  0.272
C  0.535  0.232  0.170
N  -2.709  -1.103  -0.250
O  -3.035  1.906  0.327
P  -1.554  -0.547  -1.240
H  2.638  -2.022  0.156
N  1.721  -0.126  -0.699
O  -0.789  3.087  0.883
F  -1.335  0.848  2.163
H  -2.493  -2.099  0.012
H  3.784  -0.415  0.199
S  -1.536  1.717  0.660
H  -0.659  -1.659  -1.516
H  2.188  0.760  -1.058

[5]
DFT (ωB97M-V with the def2-TZVPD basis set) results for a 2-piece molecular cluster, C4H9O2 overall in a non-equilibrium geometry.

charge	-1
2S+1	1
LUMO energy	0.154	Eh
energy	-308.3318	Ha
energy above the lowest of the compared OMol25 structures with the same formula, charge and spin	34.32	kJ/mol

Atoms and positions in Å:
H  2.080  -0.724  -0.215
O  1.279  1.545  -1.375
O  0.653  1.791  0.665
H  -0.933  -1.855  -0.367
H  2.365  0.124  1.337
H  -0.768  -0.348  -1.209
C  1.393  1.272  -0.182
C  -1.442  -0.981  -0.692
C  -1.959  -0.207  0.560
C  2.405  0.236  0.271
H  -1.130  0.031  1.184
H  -2.658  -0.828  1.143
H  -2.233  -1.227  -1.324
H  -2.457  0.729  0.222
H  3.406  0.444  -0.019

[6]
DFT (ωB97M-V with the def2-TZVPD basis set) results for a single C17H16N2O4S molecule in a non-equilibrium geometry.

SMILES string	COCc1cc(C)nc(SCC(=O)c2ccc(O)c(O)c2)c1C#N
2S+1	1
LUMO energy	0.007	Eh
energy	-1466.0620	Ha
energy above the lowest of the compared OMol25 structures with the same formula, charge and spin	121.37	kJ/mol

Atoms and positions in Å:
C  3.817  -0.645  -1.472
H  1.244  3.789  0.485
H  2.103  0.202  -2.435
N  -4.601  2.781  -0.135
C  2.469  1.140  -0.561
C  0.810  2.789  0.474
O  5.256  0.343  1.714
H  -3.991  -1.818  1.725
H  -5.160  -3.138  1.454
C  -4.439  -0.805  -0.702
C  -2.761  1.008  -0.148
H  -5.170  -0.066  -0.338
C  -3.039  -0.342  -0.385
C  3.309  1.194  0.554
C  -0.706  -0.806  -0.045
C  -1.422  1.364  0.104
H  1.017  2.269  1.406
O  -4.731  -2.086  -0.200
C  0.446  -1.752  0.037
C  1.296  2.019  -0.747
H  4.034  -1.363  -2.246
C  -1.992  -1.251  -0.333
H  -2.188  -2.297  -0.510
N  -0.445  0.478  0.162
O  5.694  -1.448  -0.254
H  6.158  -1.256  0.573
H  5.006  1.033  2.338
H  0.140  -2.689  0.496
C  4.647  -0.603  -0.360
H  -4.545  -0.885  -1.790
C  -3.772  1.988  -0.151
C  2.749  0.221  -1.572
H  3.148  1.919  1.339
C  -4.906  -2.112  1.195
H  1.258  -1.306  0.604
H  -5.720  -1.444  1.503
C  4.386  0.338  0.652
O  0.771  2.167  -1.827
H  0.814  -1.966  -0.966
S  -0.988  3.034  0.359

[7]
DFT (ωB97M-V with the def2-TZVPD basis set) results for a 3-piece molecular cluster, C3H12NO2 overall in a non-equilibrium geometry.

charge	+1
2S+1	1
LUMO energy	-0.110	Eh
energy	-326.4393	Ha
energy above the lowest of the compared OMol25 structures with the same formula, charge and spin	193.78	kJ/mol

Atoms and positions in Å:
O  0.841  -2.886  1.240
H  -2.411  -1.088  1.979
N  -0.069  -0.149  -0.157
H  1.507  -3.473  0.865
H  -0.861  2.284  -0.231
C  0.555  0.882  -1.058
H  0.775  -3.145  2.173
H  -0.578  0.446  0.469
C  1.822  0.598  -1.444
H  2.511  1.214  -1.842
C  -0.368  1.986  -1.167
H  0.577  -0.748  0.280
H  -0.880  -0.680  -0.612
H  2.197  -0.362  -1.177
O  -2.065  -0.283  1.847
H  -1.177  1.968  -2.010
H  -2.390  0.381  2.347
H  0.014  3.056  -1.502

[8]
DFT (ωB97M-V with the def2-TZVPD basis set) results for C2H3O2Rb as an isolated structure in a non-equilibrium geometry.

2S+1	1
LUMO energy	-0.068	Eh
energy	-252.5238	Ha
energy above the lowest of the compared OMol25 structures with the same formula, charge and spin	138.21	kJ/mol

Atoms and positions in Å:
H  -26.640  14.514  10.828
O  -24.094  15.482  12.692
H  -26.895  15.319  12.376
H  -25.928  16.040  10.992
O  -24.742  13.441  12.469
C  -24.890  14.666  12.290
C  -26.172  15.153  11.577
Rb  -20.140  13.436  14.208

[9]
DFT (ωB97M-V with the def2-TZVPD basis set) results for a 2-piece molecular cluster, C4H7NO overall in a non-equilibrium geometry.

SMILES string	CC(=O)CC#N.[H][H]
2S+1	1
LUMO energy	0.027	Eh
energy	-286.5585	Ha
energy above the lowest of the compared OMol25 structures with the same formula, charge and spin	192.14	kJ/mol

Atoms and positions in Å:
C  -0.726  0.907  -0.912
N  -1.424  -2.318  0.679
O  1.316  1.476  0.199
H  -0.305  1.347  -1.816
H  1.135  -0.661  1.552
C  -0.723  -1.431  0.924
H  1.847  -0.524  -1.140
H  -0.282  0.242  2.091
H  1.367  -1.066  -1.303
C  0.151  -0.298  1.241
C  0.348  0.756  0.134
H  -1.234  -0.032  -1.146
H  -1.470  1.600  -0.504

[10]
DFT (ωB97M-V with the def2-TZVPD basis set) results for an isolated ion of composition CH5N2 and charge +1 in a non-equilibrium geometry.

SMILES string	NC=[NH2+]
charge	+1
2S+1	1
LUMO energy	-0.170	Eh
energy	-150.3533	Ha
energy above the lowest of the compared OMol25 structures with the same formula, charge and spin	64.13	kJ/mol

Atoms and positions in Å:
N  -1.003  0.650  -0.290
C  -0.062  -0.357  -0.316
H  1.688  -1.110  0.508
N  1.068  -0.323  0.441
H  1.395  0.496  1.084
H  -1.768  0.588  -0.873
H  -0.336  -1.226  -1.071
H  -0.982  1.284  0.516

[11]
DFT (ωB97M-V with the def2-TZVPD basis set) results for C22H16IPRhSe2Te2 as an isolated structure.

charge	+1
<S²>	6.02
2S+1	5
LUMO energy (spin up / spin down)	-0.136 / -0.204	Eh
energy	-6936.2306	Ha

Atoms and positions in Å:
C  -3.267  0.011  2.839
C  -1.593  -0.246  -3.770
H  6.490  -0.085  0.110
H  -1.282  -0.683  -4.710
C  -2.611  0.654  3.882
C  -1.228  0.019  1.541
H  -4.316  -0.239  2.927
C  5.416  0.038  0.084
C  1.609  2.992  -0.112
Se  -2.646  -3.102  -1.028
C  -0.901  -0.544  -2.604
C  2.545  0.299  0.027
Rh  -0.326  -2.873  -0.320
H  -2.692  1.313  -0.406
C  2.940  2.743  -0.073
P  -0.320  -0.529  0.069
C  1.132  0.591  0.010
Te  -1.915  -6.866  0.288
C  -2.685  0.611  -3.719
H  -3.232  0.843  -4.623
H  -3.149  0.906  4.786
Se  0.069  -5.574  0.245
H  3.661  3.551  -0.097
C  0.726  1.902  -0.069
C  -2.576  -0.316  1.682
H  1.228  4.003  -0.171
C  -3.073  1.170  -2.510
H  -0.035  -1.199  -2.660
H  5.034  -2.075  0.124
H  5.450  2.159  0.005
Te  -3.757  -5.253  -1.054
H  -0.751  1.463  4.574
I  2.375  -2.862  0.077
C  -1.268  0.968  3.761
H  0.470  0.917  2.518
H  -0.336  2.118  -0.090
C  3.218  -0.967  0.069
H  -3.103  -0.824  0.883
C  4.844  1.262  0.028
C  -1.284  0.011  -1.383
C  3.435  1.419  -0.005
C  4.578  -1.095  0.096
C  -2.374  0.875  -1.346
H  -3.922  1.840  -2.472
C  -0.577  0.655  2.596

[12]
DFT (ωB97M-V with the def2-TZVPD basis set) results for a single C7H10 molecule in a non-equilibrium geometry.

SMILES string	C=C/C=C/CC=C
2S+1	1
LUMO energy	0.028	Eh
energy	-272.5841	Ha
energy above the lowest of the compared OMol25 structures with the same formula, charge and spin	351.58	kJ/mol

Atoms and positions in Å:
H  -2.235  0.014  -3.856
H  0.235  1.170  1.168
H  -2.560  0.927  -2.094
H  1.674  -0.886  4.171
H  0.981  -1.233  -0.809
C  1.116  -0.426  3.454
C  -0.750  0.063  -2.420
C  0.605  0.109  1.024
H  2.295  -0.907  1.808
H  -1.582  0.427  -0.388
H  0.083  -0.356  -2.972
H  -0.341  1.583  -0.954
C  -0.627  0.494  -0.968
H  0.271  0.013  3.916
C  0.420  -0.370  -0.289
C  1.402  -0.387  2.142
C  -1.971  0.391  -2.940